Entry 1:
20
Properties=species:S:1:pos:R:3:forces:R:3 method="wB97M-V/def2-TZVPD" orbital_gap_ev=10.34 e_above_lowest_kj_mol=835.8
C 0.71551 0.42073 -1.21825 3.48 0.68 0.75
N 0.10627 -1.96624 -0.62506 -1.55 1.33 6.65
H -1.27648 -0.49796 -0.89785 -2.33 0.40 -2.51
H -2.18125 0.88867 2.95833 1.41 2.05 -3.01
C -0.60410 -0.13528 0.76201 -0.08 0.83 0.94
H 2.18884 0.11569 -3.13538 -2.49 -1.55 2.21
H 2.22471 -0.80784 -0.01019 -2.01 4.94 -1.86
H -1.93304 2.40874 1.84398 -4.31 7.89 -1.94
O 1.91854 0.29179 -0.31327 0.63 -3.56 0.81
H 0.17318 -1.08483 -2.75312 3.26 3.66 -1.12
O -1.26944 1.00575 0.85112 -0.04 0.53 -0.62
C -0.27977 -0.57646 -0.65346 0.20 1.06 2.08
H 0.82914 -2.14632 -1.22384 2.64 -0.66 -1.42
H -0.52060 1.88057 2.81877 -2.70 -0.90 -2.44
H 0.58727 1.60621 -1.29180 -0.48 -2.69 1.19
C 1.03935 0.05064 -2.64075 1.67 -7.89 1.57
H 0.84267 0.84882 -3.10611 -3.34 5.53 -4.53
O -0.39024 -0.76667 1.75126 0.98 -1.55 0.90
C -1.56022 1.60914 2.10992 5.60 -9.04 6.78
H 0.38613 -1.90766 0.70290 -0.53 -1.06 -4.45

---

Entry 2:
61
Properties=species:S:1:pos:R:3:forces:R:3 method="wB97M-V/def2-TZVPD" orbital_gap_ev=7.70 total_charge=-1 e_above_lowest_kj_mol=9.6
C 1.97643 -4.43943 1.98829 -1.57 1.35 0.39
C -0.71685 1.05516 -2.30196 0.67 -0.75 -0.58
H -3.85199 4.05464 2.08922 -0.41 0.63 1.79
H -2.41744 -0.99716 -4.43632 0.23 0.30 0.08
C 3.22829 -2.53947 2.46464 0.87 3.41 0.48
F 4.01715 -7.49722 2.73433 -0.02 1.13 -0.12
C 2.86581 -6.80910 2.46184 -1.18 -1.69 -0.05
C 0.16181 1.24203 -4.56663 -1.10 -0.71 3.24
C 2.82695 3.37366 -0.00703 0.32 1.41 -0.26
H -1.45502 -3.40769 2.02705 -0.26 0.05 -0.49
O 1.07695 0.61714 1.82129 0.24 -0.71 -0.38
H -3.06173 -0.93181 1.79013 -0.29 -0.91 0.07
C -2.93521 -2.00998 1.50517 0.63 1.78 -0.13
H -2.74031 2.57893 -2.47505 0.38 -0.62 -0.54
H -4.73945 3.93244 -2.02989 0.68 -0.24 0.34
C 1.84553 2.41466 0.21271 0.05 0.45 -1.23
H -3.77251 -2.58430 1.82705 -0.82 -0.35 0.21
C 0.59780 2.67017 -0.37406 -0.55 0.31 -0.10
C 1.30561 4.96431 -1.06020 1.21 0.04 -1.22
C 0.39086 3.95982 -0.97535 -2.72 -1.69 0.79
H 0.85244 1.65510 -5.19562 1.58 0.89 -1.79
P -0.75148 1.27373 -0.50503 1.06 1.40 0.13
Sr 0.31175 -1.95240 0.38487 -0.03 0.51 0.43
C -2.96975 -1.86686 -0.03805 1.65 -0.57 1.06
H 3.37629 5.30695 -0.89107 0.31 -0.24 0.37
H 5.25118 -2.85948 3.16209 0.64 0.81 0.31
C 2.96308 -5.30875 2.45591 3.07 1.41 0.45
H 3.83014 3.23148 0.33508 0.41 -0.44 0.25
C 2.58558 4.60201 -0.66109 0.10 -0.29 0.49
H -0.64798 4.14164 -1.30118 0.61 -0.08 -0.10
H 3.25927 -1.40823 2.50999 0.11 -1.30 -0.13
O 3.47452 0.92190 1.71412 0.03 0.22 -0.82
C 4.22265 -4.66703 2.82780 -2.19 0.38 -0.33
S 2.24671 0.82505 0.95033 -0.94 0.91 1.85
F 1.97760 -7.34446 3.37086 0.44 1.00 -0.17
C -4.41926 4.01194 0.04695 -0.19 0.56 0.96
C -2.25599 2.32089 -0.34445 0.87 0.51 0.21
H -5.27604 4.69178 0.10552 0.28 -0.32 0.42
H 5.06930 -5.27926 3.07584 0.20 -0.18 0.17
O -4.04367 -1.51335 -0.45296 -1.36 0.38 -1.23
O 2.26518 -0.10830 -0.16962 -0.10 -0.78 -0.54
N -1.67817 -2.41357 2.10401 0.79 -0.52 1.39
C -1.69888 -0.24908 -4.09409 0.17 0.28 0.28
C -2.50393 2.81375 0.96091 -2.68 0.95 -1.52
H -1.88193 2.55977 1.78247 0.50 -0.34 0.55
C 0.26719 1.53512 -3.18842 -0.16 0.38 0.30
C 4.31434 -3.25648 2.88600 0.29 -3.47 -0.19
H 1.15968 5.88938 -1.67789 -0.17 -0.90 1.00
C -1.64954 0.10953 -2.75532 0.10 0.20 -0.95
C -0.81122 0.35983 -4.97036 -0.44 -0.32 -0.98
H -0.90263 0.12732 -6.02060 0.10 -0.08 -0.23
C -4.07706 3.60037 -1.20667 -0.21 -0.37 -1.61
S 0.37857 -4.88125 1.53586 0.15 -0.59 -0.56
C -3.64406 3.66120 1.15564 1.78 -1.45 -2.26
N 2.13437 -3.03024 2.00742 -0.89 -2.65 -0.55
O -1.86739 -2.03470 -0.68276 -0.22 -0.20 0.40
H 1.10301 2.15195 -2.77026 -0.90 -0.52 -0.68
H -2.33331 -0.38983 -2.10793 -0.33 -0.04 0.65
C -2.97677 2.76957 -1.45874 -1.08 0.81 1.81
H -1.69018 -2.33248 3.14351 -0.08 0.47 -1.12
F 2.43372 -7.31131 1.28169 0.36 0.42 -0.01

---

| no. | E_HOMO (eV) | E (hartree) | largest force on an atom (eV/Å) |
| --- | --- | --- | --- |
| 1 | -9.6 | -477.3072 | 12.61 |
| 2 | -5.2 | -2957.3764 | 3.55 |